Record 1
{"formula": "C4H8O2", "method": "ωB97M-V/def2-TZVPD", "de_lowest_kcal_mol": 107.9, "e_lumo_ev": [0.53, 0.52], "homo_ev": [-8.011, -8.107], "spin_multiplicity": 1, "symbols": ["O", "C", "C", "H", "H", "H", "H", "C", "H", "H", "H", "C", "H", "O"], "coordinates": [[1.617677, 0.025583, -0.848300], [-0.744633, 0.071890, -0.266322], [2.183037, -1.013542, -0.187959], [-1.497666, 1.668452, 0.978629], [-0.954540, -1.003097, -0.417454], [-0.208325, 0.591096, -2.051848], [-1.601526, 0.049422, 1.717597], [-1.703468, 0.611134, 0.782738], [1.023666, 0.322861, 1.147246], [1.642587, -1.902411, 0.090470], [-2.734422, 0.509421, 0.428660], [0.688807, 0.208062, 0.135063], [3.249113, -0.907639, 0.004843], [-0.965746, 0.778585, -1.476577]], "forces_ev_per_angstrom": [[-0.214, 0.403, -0.671], [-0.010, -0.364, 0.241], [0.056, -0.019, 0.597], [-0.039, -0.157, -0.049], [-0.109, 0.076, -0.108], [-0.231, 0.090, 0.013], [-0.006, 0.084, -0.124], [0.072, -0.019, 0.032], [0.196, 0.759, 0.156], [-0.219, -0.118, -0.625], [0.209, 0.029, 0.047], [0.273, -0.649, 0.454], [-0.248, -0.030, 0.236], [0.269, -0.086, -0.201]]}

Record 2
{"formula": "C24H53BF4N3O14PS3", "method": "ωB97M-V/def2-TZVPD", "de_lowest_kcal_mol": 0.0, "e_lumo_ev": -0.55, "homo_ev": -6.142, "spin_multiplicity": 1, "symbols": ["O", "O", "H", "F", "H", "O", "H", "H", "C", "H", "C", "H", "C", "C", "O", "H", "H", "H", "N", "H", "H", "H", "S", "C", "O", "H", "C", "S", "H", "C", "H", "N", "C", "H", "H", "H", "O", "H", "H", "H", "H", "H", "H", "H", "C", "H", "C", "H", "C", "C", "O", "O", "C", "H", "C", "H", "H", "O", "H", "H", "H", "H", "F", "H", "N", "H", "F", "C", "B", "F", "H", "H", "C", "C", "H", "H", "H", "O", "C", "H", "H", "C", "C", "O", "O", "H", "H", "H", "H", "H", "C", "H", "O", "H", "H", "C", "H", "C", "S", "C", "P", "O", "H"], "coordinates": [[1.394129, 4.776852, 1.556704], [-0.031558, 5.827783, -0.230846], [0.509769, 4.017542, 2.840678], [-0.253322, 1.087642, 2.511827], [5.429522, -0.799716, 4.234325], [2.350076, -4.728927, 0.922258], [-0.916853, 2.124145, -4.369776], [2.010909, 2.964995, -0.254915], [-1.342288, -3.628247, 1.123805], [3.389117, 3.359511, -2.151134], [4.237553, -0.175210, 2.450882], [-0.852603, -0.628797, -0.915652], [2.767684, 4.194540, -1.829078], [4.611133, -0.141695, 3.946007], [3.070604, 3.102080, 3.825404], [5.125308, -0.301189, 1.830251], [-1.198616, -2.545404, 1.209332], [3.389368, 1.472292, 1.126095], [-3.726574, 0.660899, 0.438881], [-3.296883, 0.602392, 1.359983], [-4.603325, 0.721171, -3.217114], [2.188243, 6.721516, -1.244610], [-4.064059, 2.999054, -2.752094], [-1.953013, 2.416821, -4.184528], [-2.884538, -0.719224, -1.567053], [0.002326, 2.503992, 3.421790], [-2.278607, 3.162663, -2.917521], [4.120219, 2.395455, 3.147573], [-5.375920, -1.548410, -1.120454], [1.945609, -3.476659, 3.545591], [1.231291, -6.140479, -0.106171], [-0.213863, -0.948856, -1.655883], [0.672283, -3.620384, 4.379859], [-1.977020, 4.204093, -2.873748], [2.419310, 0.924596, 2.534497], [-2.831818, 0.701766, -5.207507], [-0.044167, -4.280157, 1.113342], [-4.701330, 0.396542, 0.592494], [3.959500, 4.509031, -0.136547], [4.889774, 1.671112, 5.332122], [-2.214777, 3.070863, -5.025510], [0.742421, 3.277040, -1.297780], [-3.703257, 1.616825, 0.071519], [-0.750897, -1.446644, -2.454429], [2.244861, -5.738446, -0.112040], [-4.935200, 1.733863, -4.671025], [-5.579354, -2.754965, -2.888593], [3.662648, -1.092828, 2.322989], [-2.799721, 1.160460, -4.218978], [-2.788779, -2.114097, -3.522391], [1.558341, -2.756922, 2.354118], [5.110229, 3.159481, 2.421942], [-4.855451, -3.282913, -4.137660], [3.253798, -7.532919, -0.594523], [3.424285, 1.055422, 2.128785], [-2.298428, -4.920759, -0.352459], [2.428450, 4.690821, -2.741277], [-5.438748, -4.079937, -4.887847], [2.473211, -5.238218, -1.051787], [0.234720, -2.623553, 4.453878], [0.274379, 3.765238, 4.516438], [-1.466884, -3.546580, -1.075779], [-2.242224, 1.928346, 1.811112], [-1.840929, -4.047567, 1.994361], [-0.037768, 3.528426, 3.575701], [-1.864292, 2.595982, -2.081171], [-1.265811, 0.253707, 0.589244], [-3.554745, -1.524178, -2.286445], [-1.012051, 1.397958, 1.365845], [-0.285429, 2.340808, 0.627724], [0.497115, -1.570568, -1.234270], [3.778604, -0.473959, 4.575399], [-4.888690, -1.881376, -2.028453], [1.643999, 3.753514, -0.916469], [4.518709, 5.433944, -1.462228], [2.603936, -2.798579, 4.096540], [-0.087133, -4.300571, 4.003206], [-6.695485, -3.153511, -2.541818], [3.222032, -6.839475, 0.251013], [2.526211, -4.378292, 3.359146], [2.841236, 7.016560, 0.247363], [-2.023990, -3.872039, -0.201070], [-4.250566, 1.533521, -3.854414], [1.448346, -2.646779, -0.237411], [-1.587733, -1.783300, -3.716460], [-3.295977, -0.056815, -0.252046], [0.198130, -0.133689, -2.100395], [2.986307, -7.370923, 1.167465], [4.246070, -6.461937, 0.270436], [-2.422790, 0.417166, -3.514847], [3.599099, 5.140877, -0.958953], [-1.020619, 3.808343, 3.563208], [-4.316390, 2.583407, -1.378449], [6.049491, 1.387717, 4.171067], [0.897952, -3.887657, 5.417024], [-3.548660, -2.901253, -4.392814], [-3.073334, -3.191999, -5.320243], [4.968458, 1.288849, 4.314640], [1.201297, 5.181633, 0.163150], [2.644365, 6.171790, -0.409891], [1.326234, -3.499867, 0.957714], [-4.600978, 4.204674, -3.368654], [-3.025213, -3.429249, -0.211519]], "forces_ev_per_angstrom": [[-0.174, 0.281, -0.345], [0.529, -0.426, 0.337], [0.122, 0.129, -0.165], [0.261, -0.478, 0.367], [0.086, -0.056, -0.409], [-0.486, 0.956, 0.803], [0.159, 0.336, 0.519], [0.156, 0.362, 0.315], [0.488, 0.386, -0.937], [-0.145, -0.144, 0.101], [0.460, -1.041, 0.109], [0.032, -0.224, -0.685], [-0.004, 0.447, -0.263], [-0.606, 0.336, 0.936], [-0.777, 0.260, 0.283], [0.051, 0.333, 0.001], [-0.012, -0.079, 0.458], [0.083, -0.451, -0.192], [-1.479, -1.143, 0.892], [-0.117, 0.159, -0.519], [-0.546, 0.210, -0.045], [-0.038, -0.280, -0.208], [0.922, 0.046, -1.219], [0.048, 0.316, -1.451], [0.665, 0.479, 0.837], [0.047, 0.148, -0.161], [0.516, -0.971, 0.597], [1.145, -0.755, 0.143], [-0.088, 0.079, -0.027], [-0.795, 0.531, 0.942], [-0.060, 0.198, -0.176], [0.492, -0.214, 0.106], [0.314, 0.182, 0.593], [-0.184, 0.074, -0.005], [-0.123, 0.104, -0.266], [0.305, -0.047, 0.035], [0.460, 0.120, 0.104], [-0.013, 0.149, -0.522], [0.089, 0.207, 0.173], [-0.868, -0.335, 0.039], [-0.031, -0.119, -0.062], [-0.112, 0.617, -0.469], [0.026, -0.264, -0.102], [-0.645, 0.240, -0.177], [0.154, -0.158, 0.660], [0.104, 0.249, -0.051], [-1.303, -0.889, 1.081], [-0.217, 0.165, -0.399], [-0.765, 0.041, -0.450], [-2.209, -0.371, -0.357], [0.900, -0.453, -1.324], [-0.388, -0.251, -0.100], [-1.832, -1.500, -1.004], [-0.282, -0.248, 0.197], [-0.231, 0.751, 0.851], [0.536, -0.144, 0.108], [-0.181, 0.074, 0.111], [-0.112, 0.599, 0.648], [-0.018, -0.276, -0.142], [-0.119, -0.008, -0.158], [0.545, -0.067, -0.224], [0.126, 0.224, 0.144], [0.942, 0.789, 0.600], [-0.282, 0.182, -0.130], [-0.581, 0.020, 0.809], [0.023, 0.221, 0.250], [0.560, 0.261, 0.670], [-1.137, -0.891, -0.304], [0.190, 0.231, -0.451], [-0.326, -0.113, 0.077], [0.032, 0.295, -0.087], [-0.222, 0.029, -0.302], [2.605, 1.031, -0.270], [-0.515, -0.752, 0.679], [-0.297, 0.739, -0.072], [0.045, 0.016, -0.203], [0.199, -0.125, -0.254], [0.320, -0.099, -1.000], [0.494, 0.184, -1.186], [-0.379, -0.111, -0.361], [0.699, -0.699, 0.674], [-1.279, -0.892, 0.150], [0.548, -0.139, 1.320], [-0.121, 0.333, 0.661], [0.912, 0.122, 0.544], [-0.322, 0.259, -0.744], [0.163, -0.057, 0.174], [-0.126, 0.093, 0.039], [-0.074, 0.184, 0.385], [-0.059, 0.181, -0.091], [0.773, -1.028, 0.735], [0.071, -0.067, -0.531], [-0.636, 0.716, -0.312], [-0.125, 0.356, -0.611], [0.127, -0.247, -0.165], [2.492, 1.538, 0.549], [-0.075, -0.310, 0.019], [1.403, 0.509, -0.130], [0.808, -0.171, -0.772], [-1.583, 0.750, -0.901], [0.047, -1.386, -0.155], [-0.420, -0.885, 0.858], [0.246, 0.536, -0.036]]}

Record 3
{"formula": "C7H13BrO", "method": "ωB97M-V/def2-TZVPD", "de_lowest_kcal_mol": 17.2, "e_lumo_ev": 0.84, "homo_ev": -8.282, "spin_multiplicity": 1, "symbols": ["Br", "H", "H", "H", "C", "C", "C", "H", "C", "H", "H", "H", "C", "O", "C", "H", "H", "H", "H", "H", "H", "C"], "coordinates": [[0.533019, -0.194366, 3.327798], [-2.151255, -0.545348, 1.069199], [-2.145194, -1.880832, -0.075366], [-0.775589, -0.224547, -2.240754], [0.925119, 0.927106, 1.901664], [-0.005461, 1.729906, -0.737761], [0.370270, 0.545868, 0.131587], [2.622233, 1.072073, 0.449134], [-0.354794, -0.806784, -0.222113], [0.866957, 1.891826, 2.250896], [0.928665, 2.043221, -1.220268], [2.128634, -0.478091, 0.903976], [1.800307, 0.510818, 0.751643], [0.342369, -1.909366, 0.276967], [-0.155480, -0.916640, -1.765148], [0.252480, -1.910502, 1.298881], [-0.474232, 2.539548, -0.145152], [-2.611157, -0.287354, -0.424960], [-0.353359, -1.839129, -2.094674], [-0.664046, 1.512806, -1.506435], [0.855716, -0.886254, -2.025456], [-1.935202, -0.893959, 0.096343]], "forces_ev_per_angstrom": [[-0.174, -0.985, 0.635], [0.151, -0.311, 1.674], [-0.887, -2.517, -0.091], [-0.585, 0.975, -1.069], [-0.830, -1.707, -4.398], [1.493, 1.001, 2.097], [1.216, 0.044, 3.091], [0.970, 1.546, -0.768], [-0.365, 1.429, -1.207], [-0.160, 2.201, 0.112], [-0.303, 0.511, 0.096], [0.385, -1.290, -0.011], [-2.908, -0.997, 0.609], [-0.425, -0.424, 3.078], [0.009, 1.490, 2.715], [0.219, -0.024, -2.364], [0.533, -0.190, -0.371], [-0.428, 1.007, -1.760], [-1.627, -3.782, -0.926], [-1.378, -0.631, -1.232], [1.821, 1.038, -0.279], [3.273, 1.616, 0.370]]}